Model w:
13
Properties=species:S:1:pos:R:3 method="wB97M-V/def2-TZVPD" lumo_ev=0.71 e_homo_ev=-9.4210 charge=0 smiles="O=C1OCC[C@H]1S" spin_multiplicity=1
S 1.02054 0.91606 1.57195
O -1.46042 -0.97303 1.06341
O -1.03664 -0.99386 -1.19388
C -0.71651 -0.78380 0.12142
C 0.48064 0.80020 -1.15430
C 0.61463 -0.00713 0.10995
C -0.16165 -0.29291 -2.04433
H -0.22678 1.61629 -1.00619
H -0.72022 0.05431 -2.90135
H 1.44343 -0.66885 -0.10790
H 0.60554 -1.02445 -2.44833
H -0.16199 1.53387 1.69450
H 1.40525 1.26885 -1.53462

Model x:
13
Properties=species:S:1:pos:R:3 method="wB97M-V/def2-TZVPD" lumo_ev=0.45 e_homo_ev=-9.1692 charge=0 smiles="C=C(C)C(=O)OS" spin_multiplicity=1
S -0.39821 -3.40343 1.59651
O -1.47847 -0.62973 1.96217
O 0.18414 -1.95581 1.09391
C -0.59374 -0.84031 1.16169
C 1.18549 -0.01555 -0.49413
C -0.15778 0.20789 0.22630
C -1.01559 1.19273 0.08111
H -0.91513 1.98371 -0.58058
H -1.98184 1.20855 0.69798
H -1.58593 -2.70911 1.80126
H 1.66794 0.85246 -0.80854
H 1.03727 -0.61415 -1.45138
H 1.86787 -0.71121 -0.03260

Model y:
13
Properties=species:S:1:pos:R:3 method="wB97M-V/def2-TZVPD" lumo_ev=0.47 e_homo_ev=-8.9238 charge=0 smiles="O=CC1(O)CSC1" spin_multiplicity=1
S 1.06728 -0.13030 -1.50585
O 0.94424 0.54318 1.98532
O -1.98171 -0.35486 0.30319
C -0.18512 0.96169 -0.78502
C -0.20646 0.33127 1.69353
C 0.21010 -1.19895 -0.28042
C -0.63017 -0.04659 0.28170
H -1.01337 1.22400 -1.47012
H -0.49326 -1.91125 -0.68025
H 0.18051 1.89872 -0.32768
H -2.50606 0.26206 -0.16656
H 0.88036 -1.61378 0.52902
H -0.95501 0.43412 2.44243

Ranking the structures above by energy, model w is first and the second is 0.0460 hartree behind.